(1)
# C19H20CoN6O5

A structure of composition C19H20CoN6O5 (ωB97M-V/def2-TZVPD, the Open Molecules 2025 dataset).

Calculated values
Electronic energy = -76836.127 eV
Energy relative to the best compared isomer or geometry (same formula, charge and spin) = 33.21 kJ/mol
⟨S²⟩ = 0.76
Multiplicity = 2
Orbital gap (alpha / beta) = 0.3079 / 0.3179 Ha

XYZ file:
```
51
Properties=species:S:1:pos:R:3:lowdin_charge:R:1
O 1.364 3.760 0.279 -0.141
H 4.188 -0.503 -2.631 0.122
H 0.312 4.842 1.638 0.073
H -3.264 0.262 -2.638 0.126
C -4.055 -0.032 1.872 -0.081
Co -0.223 0.458 -0.694 0.543
C 0.201 4.491 0.611 -0.161
C 1.523 1.115 1.690 -0.081
H -2.439 1.679 -3.265 0.131
H -0.557 -4.373 1.012 0.109
C -2.658 1.665 -1.141 -0.619
H 0.069 5.367 -0.032 0.075
H -2.960 1.758 1.628 0.149
N -2.983 0.810 1.978 0.117
C 2.404 -4.279 -0.622 -0.030
N 0.332 0.666 1.180 0.060
N 1.254 -0.801 -1.078 0.084
C 0.225 -2.658 0.044 -0.010
H 3.254 -4.899 -0.880 0.115
H -1.298 -0.782 -2.708 0.110
H -4.085 -2.229 2.000 0.094
C 2.167 1.217 -2.088 -0.592
O 3.103 1.711 -2.693 0.062
N 0.100 0.935 3.329 0.134
O -1.672 1.604 -0.311 -0.108
C -3.551 -1.294 1.999 -0.139
C 3.469 -2.334 -1.749 0.014
H -0.487 0.581 -3.116 0.106
O 1.084 1.768 -1.694 -0.081
C 0.261 -3.968 0.430 -0.058
H -0.607 -2.028 0.336 0.079
H 2.362 1.339 1.056 0.119
C 1.296 -2.115 -0.698 -0.177
H 4.327 -2.941 -2.010 0.121
C 3.407 -1.019 -2.093 0.022
H 1.211 3.304 -0.567 0.039
H 1.367 -5.826 0.402 0.106
H -0.701 3.873 0.546 0.062
H -5.049 0.338 1.697 0.116
O -3.715 2.231 -0.930 0.045
C 1.394 1.287 3.031 -0.052
C -0.510 0.555 2.189 -0.235
N -2.186 -1.247 2.153 0.109
C 1.357 -4.790 0.089 -0.071
N -1.149 0.187 -2.454 0.010
C -2.428 0.938 -2.467 -0.097
C 2.402 -2.924 -1.029 -0.148
C -1.881 0.030 2.118 -0.311
H 2.082 1.644 3.776 0.117
H -0.321 0.901 4.241 0.167
C 2.266 -0.274 -1.733 -0.140
```

=====

(2)
# C4H6N2

The molecule C4H6N2 at a distorted geometry (ωB97M-V/def2-TZVPD, the Open Molecules 2025 dataset).

Calculated values
Electronic energy = -7222.034 eV
Energy relative to the best compared isomer or geometry (same formula, charge and spin) = 343.19 kJ/mol
Orbital gap = 0.3645 Ha

XYZ file:
```
12
Properties=species:S:1:pos:R:3:lowdin_charge:R:1
H -0.848 -1.873 -0.445 0.105
C -1.087 -0.821 -0.365 -0.128
C -0.004 0.132 -0.100 -0.565
H 1.995 -0.151 -0.788 0.083
N -0.936 -0.215 0.953 0.061
N -0.349 2.239 -0.103 0.194
H -1.640 0.484 1.167 0.096
H 1.519 -1.154 0.619 0.086
H -1.885 -0.457 -1.012 0.112
C 1.445 -0.169 0.155 -0.040
H 1.885 0.571 0.835 0.090
C -0.137 1.459 -0.949 -0.095
```

=====

(3)
# C24H21BClCsN10O6

A structure of composition C24H21BClCsN10O6 (ωB97M-V/def2-TZVPD, the Open Molecules 2025 dataset).

Calculated values
Charge = -1
Electronic energy = -66161.708 eV
Energy relative to the best compared isomer or geometry (same formula, charge and spin) = 268.78 kJ/mol
⟨S²⟩ = 0.75
Multiplicity = 2
Orbital gap (alpha / beta) = 0.2610 / 0.2611 Ha

XYZ file:
```
64
Properties=species:S:1:pos:R:3:lowdin_charge:R:1
C 1.251 -0.863 2.787 -0.471
H 4.130 3.940 -1.391 0.106
C -5.420 -1.775 1.400 -0.242
N 2.533 2.569 -1.178 -0.001
N 2.802 5.613 -0.286 0.044
C -1.221 2.828 -2.976 -0.200
H 2.254 -5.898 0.256 0.112
O -3.727 -0.669 0.007 -0.030
C 4.477 1.786 -1.870 -0.071
O -6.467 -1.402 0.945 0.142
H 3.611 7.516 -0.511 0.090
H 0.855 -1.609 2.117 -0.029
O -1.979 -2.830 -0.712 0.026
H -1.514 2.477 -3.954 0.096
H 2.285 -1.075 -0.392 0.036
N 1.212 3.278 0.903 0.003
B 1.424 3.486 -0.619 -0.684
H 3.619 -0.281 -1.997 0.087
C -3.118 -2.158 1.763 -0.282
H -3.081 3.574 -1.968 0.090
C 1.149 -4.090 -0.037 -0.135
H -0.334 1.893 3.286 0.098
N -2.118 -3.307 0.311 0.115
H 5.683 -4.273 0.239 0.075
N 0.091 3.212 -1.338 -0.083
Cl 2.717 -0.101 2.400 0.590
H 0.479 5.370 -2.524 0.114
H 2.766 4.436 1.731 0.098
H -1.283 4.036 0.048 0.121
Cs -0.646 0.095 -0.582 1.010
N 0.236 2.463 1.369 -0.004
H 5.503 1.712 -2.187 0.081
C 3.800 2.919 -1.480 -0.076
C 3.543 -4.180 0.060 -0.268
N 1.133 -2.769 -0.216 0.034
C -4.019 -1.424 0.937 -0.351
N 0.047 2.734 -2.602 0.047
C 1.946 3.767 1.924 -0.086
H 0.731 -0.522 3.666 0.002
N 1.809 4.958 -0.928 -0.007
C -2.020 3.391 -1.961 -0.077
H 1.765 7.784 -2.535 0.080
C 1.277 5.732 -1.898 -0.076
C 1.425 3.276 3.100 -0.084
O -6.148 -3.238 3.215 0.144
H 1.768 3.471 4.101 0.085
C -1.134 3.629 -0.937 -0.131
O -3.247 -3.716 3.589 0.081
C -3.751 -2.974 2.768 -0.321
C 4.827 -4.944 0.215 -0.047
C 3.527 -2.806 -0.128 -0.024
O -1.792 -2.145 1.495 -0.129
H 4.819 -5.528 1.136 0.083
H 4.960 -5.641 -0.615 0.083
C 3.518 0.769 -1.765 -0.184
C 2.311 -4.827 0.104 -0.027
C 0.355 2.469 2.687 -0.202
N 2.355 1.242 -1.340 0.025
C 1.940 6.938 -1.893 -0.079
C 2.311 -2.151 -0.260 -0.192
C -5.255 -2.749 2.582 -0.238
C 2.882 6.802 -0.862 -0.176
H 4.448 -2.237 -0.155 0.114
H 0.186 -4.587 0.011 0.096
```

=====

(4)
# C47H55F5KN2O4Te

A structure of composition C47H55F5KN2O4Te at a distorted geometry (ωB97M-V/def2-TZVPD, the Open Molecules 2025 dataset).

Calculated values
Charge = -2
Electronic energy = -98005.762 eV
⟨S²⟩ = 0.76
Multiplicity = 2
Orbital gap = 0.1741 Ha

XYZ file:
```
115
Properties=species:S:1:pos:R:3:lowdin_charge:R:1
N 1.372 1.409 2.657 0.099
C 4.427 -2.547 -0.538 -0.149
C -1.415 3.112 -5.876 -0.329
C -0.553 1.221 -9.044 -0.084
C -4.805 -1.771 6.366 -0.031
H -1.353 -4.445 1.583 0.103
H 3.536 -0.929 -5.389 0.079
F 8.346 -1.292 -0.978 0.087
H 5.424 4.732 4.609 0.089
C 7.085 -1.741 -0.876 -0.178
C 0.429 -1.784 3.729 -0.305
H -0.796 3.016 -2.041 0.104
H 4.849 4.130 0.417 0.088
H -2.160 2.295 0.936 0.070
H -2.180 -1.686 -2.164 0.078
H -3.344 4.012 -5.684 0.072
H 2.707 3.007 0.884 0.093
H 1.066 -1.558 -6.281 0.044
C 5.409 -3.447 -0.956 -0.180
H 0.858 0.190 -7.024 0.075
C 2.949 -0.084 -4.990 -0.062
H -0.148 1.460 -2.272 0.096
C 1.112 -2.921 3.340 -0.014
H 2.813 0.697 -5.757 0.072
C 1.587 -0.475 -4.414 -0.650
H -4.645 -0.057 2.040 0.066
C -0.911 -1.543 3.284 -0.375
C -0.605 2.522 -4.925 -0.017
C 5.301 4.487 2.477 -0.113
C -2.210 -0.713 -2.641 -0.102
H -7.097 -0.182 4.453 0.126
H -2.896 -0.696 -3.515 0.092
H -2.979 2.276 -1.438 0.124
H -6.172 0.632 2.514 0.065
H -2.059 3.156 -7.984 0.090
H -2.184 4.520 -4.428 0.060
O 3.962 -0.377 0.336 -0.207
H 2.681 -1.835 -3.164 0.078
C -5.139 0.573 2.792 -0.076
O 0.959 2.846 4.377 -0.079
N 0.767 0.724 -4.229 0.040
F 7.663 -3.927 -1.595 0.046
Te -1.916 0.274 3.883 1.478
H -1.748 -2.558 5.559 0.070
C 1.209 -5.092 2.110 -0.052
H -1.646 -1.114 6.506 0.051
C -4.965 -0.136 4.095 -0.313
C 4.527 4.006 1.424 -0.074
H -2.964 -2.927 0.952 0.073
C -6.032 -1.315 5.939 -0.289
H 1.411 -2.611 -4.922 0.087
C 4.745 -1.199 -0.202 -0.359
H -8.101 -0.959 6.451 0.072
H 3.301 3.511 4.995 0.092
C 3.667 3.688 4.022 -0.039
C 3.316 3.346 1.686 -0.034
C -3.689 -0.576 4.561 -0.476
H 3.534 0.395 -4.205 0.070
C -6.079 -0.475 4.832 -0.035
C -0.612 1.619 -7.591 -0.310
C 0.201 0.973 -6.627 -0.020
C 0.444 -3.903 2.580 -0.256
C 0.960 -1.623 -5.211 -0.069
H -3.659 -2.361 2.461 0.074
C 2.892 3.135 2.974 -0.136
H 2.109 -3.075 3.643 0.109
H -2.453 1.790 -3.048 0.117
H -0.525 2.945 -3.988 0.049
K 1.642 0.029 0.462 0.756
C 6.137 -0.858 -0.419 -0.116
H -4.657 1.543 2.789 0.066
C 0.178 1.342 -5.241 -0.318
C 1.604 2.429 3.402 -0.715
C -2.280 1.596 -1.978 -0.190
H -1.233 -0.478 -3.067 0.057
C -3.646 -1.382 5.685 -0.304
F 6.388 0.460 -0.135 0.058
C -2.292 4.243 -5.471 -0.088
C -0.877 -3.682 2.168 -0.015
H -2.488 -2.487 7.176 0.074
H -4.666 -2.410 7.277 0.126
C 1.905 -1.074 -3.036 -0.078
H 6.201 5.062 2.246 0.091
F 5.037 -4.708 -1.170 0.095
C -1.557 -2.496 2.465 -0.313
H -7.091 -1.352 7.846 0.077
C 6.713 -3.044 -1.156 -0.165
O -2.590 0.227 -1.643 -0.193
H -1.445 3.688 0.019 0.078
F 3.145 -2.960 -0.451 0.061
C -1.450 2.680 -7.216 -0.089
H -0.103 -1.625 -5.009 0.070
C -2.321 -1.920 6.234 -0.086
H -7.632 -2.596 6.798 0.070
H -0.444 2.132 -9.631 0.062
H 0.806 0.183 4.595 -0.006
O -0.491 1.963 -0.281 -0.234
H -2.030 5.155 -6.060 0.079
H 2.060 -4.733 1.535 0.077
H 1.638 -5.652 2.921 0.070
H 0.981 -1.217 5.687 0.084
H 2.229 -0.838 4.470 0.084
C -1.258 2.792 0.563 -0.110
H -2.886 -1.213 1.395 0.073
C -2.828 -2.257 1.779 -0.077
C -0.872 2.009 -1.658 -0.216
C 1.158 -0.842 4.666 -0.092
H -1.446 0.735 -9.401 0.059
H 0.579 -5.736 1.497 0.075
H 2.298 -0.262 -2.388 0.072
H -0.694 2.985 1.480 0.077
H 0.339 0.601 -9.222 0.069
C 4.863 4.306 3.784 -0.114
C -7.246 -1.575 6.779 -0.073
H 1.043 -1.526 -2.553 0.071
```